1.
Molecular formula: C30H50OsP4S
Method: DFT, ωB97M-V/def2-TZVPD

XYZ file:
```
86
Properties=species:S:1:pos:R:3:mulliken_charge:R:1
Os 0.084 0.213 0.058 1.019
P 1.925 1.375 0.693 0.895
P -1.494 0.497 1.709 0.581
P -0.946 1.765 -1.263 0.957
H 0.610 -5.278 -7.609 0.363
C 0.801 -4.253 -7.945 -0.294
C 2.035 -3.729 -7.926 -0.129
H 2.891 -4.308 -7.559 0.357
C 3.385 0.331 1.043 -1.170
C 1.733 2.442 2.157 -1.380
C 2.631 2.465 -0.596 -1.024
C -3.040 -0.426 1.357 -1.256
C -1.125 -0.093 3.400 -1.079
C -2.104 2.180 2.133 -1.423
C -0.358 1.824 -2.991 -1.193
C -0.802 3.526 -0.745 -1.237
C -2.761 1.625 -1.511 -1.385
H -0.054 -3.714 -8.363 0.366
H 2.248 -2.730 -8.318 0.311
H 3.643 -0.272 0.165 0.265
H 3.201 -0.338 1.890 0.173
H 4.226 0.997 1.284 0.670
H 1.260 1.895 2.986 0.311
H 1.123 3.322 1.911 0.406
H 2.735 2.772 2.471 0.562
H 3.071 1.853 -1.394 0.329
H 3.420 3.066 -0.122 0.505
H 1.880 3.133 -1.026 0.179
H -3.761 -0.261 2.173 0.480
H -2.828 -1.500 1.287 0.272
H -3.488 -0.095 0.415 0.333
H -1.994 0.070 4.055 0.648
H -0.271 0.458 3.809 0.251
H -0.878 -1.160 3.408 0.253
H -2.725 2.116 3.039 0.560
H -2.709 2.612 1.328 0.396
H -1.259 2.846 2.349 0.353
H -0.930 2.592 -3.530 0.554
H -0.512 0.852 -3.474 0.312
H 0.709 2.069 -3.032 0.266
H -1.576 4.098 -1.277 0.478
H 0.175 3.941 -1.006 0.446
H -0.963 3.654 0.331 0.232
H -3.044 2.272 -2.354 0.569
H -3.325 1.940 -0.625 0.392
H -3.031 0.592 -1.759 0.306
C 0.671 -1.725 -2.914 1.102
C -0.707 -1.967 -3.071 -0.704
C -1.168 -2.712 -4.156 -1.156
C -0.270 -3.238 -5.082 -0.063
C 1.097 -2.983 -4.940 -0.065
C 1.576 -2.224 -3.886 -1.286
S 1.417 -0.862 -1.614 -0.200
H -0.761 -0.547 -1.101 -0.503
H -1.420 -1.582 -2.348 0.656
H -2.234 -2.887 -4.276 0.443
H -0.612 -3.836 -5.925 0.394
H 1.797 -3.364 -5.681 0.296
H 2.639 -2.007 -3.774 0.480
C -0.410 -3.131 1.217 -0.987
P 1.265 -2.477 1.559 0.831
C 1.331 -2.490 3.423 0.724
C 1.950 -1.402 4.084 0.029
C 2.167 -1.452 5.460 -0.842
C 1.787 -2.582 6.186 -0.673
C 1.148 -3.648 5.548 -0.820
C 0.902 -3.595 4.174 -0.398
C 2.312 -4.005 1.329 0.906
C 1.839 -5.304 1.564 -0.361
C 2.714 -6.394 1.528 -0.738
C 4.071 -6.186 1.287 -0.620
C 4.557 -4.896 1.051 -0.552
C 3.681 -3.803 1.066 -0.213
H -1.110 -2.816 2.001 0.339
H -0.397 -4.225 1.138 0.499
H -0.710 -2.716 0.247 0.017
H 2.247 -0.514 3.519 0.034
H 2.639 -0.610 5.969 0.469
H 1.988 -2.642 7.255 0.433
H 0.848 -4.525 6.117 0.448
H 0.394 -4.430 3.681 0.303
H 0.794 -5.497 1.797 0.302
H 2.330 -7.394 1.706 0.484
H 4.758 -7.032 1.295 0.448
H 5.619 -4.742 0.864 0.486
H 4.049 -2.790 0.886 0.277
```

Calculated values
- frontier orbital gap (alpha / beta) (eV) = 7.5914 / 3.2246
- total charge = +4
- LUMO energy (alpha / beta) (eV) = -10.590 / -14.944
- 2S+1 = 5
- electronic energy (hartree) = -3025.8327

2.
Molecular formula: C30H51CrN8O3P
Method: DFT, ωB97M-V/def2-TZVPD

XYZ file:
```
94
Properties=species:S:1:pos:R:3:mulliken_charge:R:1
Cr 0.446 1.290 -0.544 -0.355
N 1.358 -0.377 0.356 0.781
C 1.720 -0.134 1.773 -0.340
C 0.919 1.045 2.306 -0.958
N 0.894 2.145 1.311 -0.166
C 2.123 2.976 1.187 -0.259
C 3.082 2.411 0.148 -0.704
N 2.336 2.072 -1.093 -0.366
H 0.643 -1.133 0.260 0.025
H 2.160 -0.743 -0.148 0.331
H 2.788 0.069 1.843 0.444
H 1.523 -1.012 2.388 0.355
H 1.323 1.386 3.262 0.461
H -0.117 0.743 2.459 0.422
H 0.126 2.766 1.550 0.397
H 2.629 3.069 2.150 0.374
H 1.812 3.979 0.890 0.071
H 3.560 1.499 0.503 0.262
H 3.872 3.138 -0.044 0.511
H 2.904 1.493 -1.704 0.295
H 2.115 2.917 -1.616 0.308
O -1.289 0.605 -0.017 -0.261
N -1.946 -0.003 -0.944 -0.401
N -1.305 -0.119 -2.017 1.100
O -0.050 0.308 -2.138 -0.546
C -1.896 -0.793 -3.137 0.001
C -1.065 -1.231 -4.151 -0.289
C -1.624 -1.913 -5.223 -0.606
C -2.989 -2.147 -5.269 -0.694
C -3.808 -1.688 -4.244 -0.588
C -3.270 -1.000 -3.171 -0.010
H -0.004 -1.035 -4.100 0.457
H -0.987 -2.254 -6.029 0.425
H -3.419 -2.674 -6.110 0.441
H -4.877 -1.853 -4.287 0.468
H -3.897 -0.627 -2.374 0.506
N -0.287 3.041 -1.146 -0.270
C -0.470 4.194 -1.017 0.741
N -0.664 5.437 -0.874 -0.677
C 0.265 6.047 -0.131 0.463
N 1.088 6.539 0.515 -0.513
O -0.378 -2.371 -0.227 -1.367
P -0.728 -3.796 -0.587 0.594
C -2.515 -3.784 -0.985 2.258
C -3.412 -3.536 0.237 -1.425
C -3.907 -4.821 0.898 -0.572
C -4.586 -5.740 -0.117 -1.031
C -3.661 -6.075 -1.285 -0.740
C -3.133 -4.809 -1.950 -0.679
C -0.303 -4.791 0.903 0.831
C 1.124 -4.480 1.396 -0.702
C 2.183 -5.425 0.834 -0.153
C 1.846 -6.875 1.163 -1.160
C 0.484 -7.250 0.588 -0.616
C -0.613 -6.292 1.048 -1.196
C 0.081 -4.200 -2.171 0.945
C 1.465 -3.521 -2.280 -0.703
C 2.279 -4.119 -3.441 -1.192
C 1.356 -4.553 -4.578 -0.148
C 0.445 -5.709 -4.128 -1.124
C 0.182 -5.660 -2.615 -0.863
H -2.477 -2.839 -1.538 -1.778
H -4.284 -2.970 -0.109 0.670
H -2.901 -2.890 0.956 0.313
H -4.602 -4.570 1.701 0.461
H -3.074 -5.350 1.370 0.122
H -5.480 -5.240 -0.506 0.428
H -4.928 -6.655 0.370 0.430
H -4.199 -6.668 -2.028 0.467
H -2.835 -6.700 -0.943 0.250
H -3.980 -4.303 -2.427 0.656
H -2.441 -5.053 -2.760 0.123
H -0.984 -4.262 1.583 0.649
H 1.122 -4.584 2.486 0.625
H 1.372 -3.439 1.181 -0.286
H 3.160 -5.159 1.243 0.441
H 2.259 -5.309 -0.252 -0.110
H 1.833 -7.003 2.251 0.390
H 2.617 -7.545 0.777 0.476
H 0.211 -8.261 0.894 0.469
H 0.543 -7.268 -0.499 0.116
H -0.774 -6.462 2.118 0.603
H -1.551 -6.547 0.565 0.040
H -0.589 -3.693 -2.879 -0.035
H 2.019 -3.633 -1.343 0.333
H 1.315 -2.450 -2.424 -0.085
H 2.850 -4.985 -3.093 0.337
H 3.012 -3.391 -3.794 0.528
H 1.934 -4.847 -5.455 0.568
H 0.749 -3.695 -4.883 -0.223
H 0.905 -6.667 -4.380 0.488
H -0.503 -5.665 -4.670 0.296
H 1.013 -6.130 -2.088 0.484
H -0.711 -6.235 -2.362 0.162
```

Calculated values
- frontier orbital gap (alpha / beta) (eV) = 8.7800 / 8.4997
- total charge = +1
- LUMO energy (alpha / beta) (eV) = -2.512 / -2.889
- 2S+1 = 4
- electronic energy (hartree) = -3223.2062

3.
Molecular formula: C30H52BrClF7N3O8Ta
Method: DFT, ωB97M-V/def2-TZVPD

XYZ file:
```
103
Properties=species:S:1:pos:R:3:mulliken_charge:R:1
C -4.190 0.929 -0.027 -0.836
C -3.959 -0.262 0.957 -0.323
C -2.838 -1.210 0.467 0.307
C -2.215 -1.949 1.701 0.103
C -1.779 -3.382 1.294 -1.322
C -0.623 -3.845 2.185 -0.819
C 0.741 -3.183 1.853 -0.825
C 0.800 -2.493 0.465 1.121
C 2.229 -1.926 0.239 -1.250
Ta 2.293 0.077 -0.873 0.695
Cl 2.895 -1.238 -2.948 -0.364
C 1.726 1.239 1.000 -1.833
C 0.458 0.718 1.735 1.325
C -0.456 1.912 2.032 -0.940
Br -1.976 1.389 3.164 -0.248
C 0.130 -0.016 -1.577 0.580
C -0.259 0.594 -2.950 -1.044
C -0.110 -0.301 -4.195 -0.984
C -0.554 -1.756 -4.045 -0.317
N 0.011 -2.502 -5.208 -0.239
C -0.589 -3.784 -5.346 0.378
N -0.027 -4.800 -4.933 -0.594
N -1.878 -3.859 -6.036 -0.731
C 2.624 2.084 -1.937 -1.302
C 3.030 1.975 -3.410 -0.150
O 2.874 3.345 -3.988 -0.342
C 4.035 3.780 -4.529 0.694
C 4.904 4.603 -3.582 -0.973
O 4.330 3.552 -5.630 -0.529
C 4.595 0.105 -0.428 0.272
F 5.257 0.366 -1.601 -0.300
F 5.010 -1.162 -0.084 -0.306
C 5.185 1.074 0.608 0.737
F 4.677 2.299 0.624 -0.272
F 6.498 1.268 0.257 -0.350
C 5.278 0.539 2.086 0.468
F 5.063 1.569 2.909 -0.305
F 6.474 0.113 2.366 -0.300
F 4.396 -0.369 2.402 -0.152
H -3.874 0.638 -1.030 0.321
H -3.593 1.796 0.277 -0.006
H -5.248 1.194 0.026 0.336
H -4.900 -0.809 1.043 0.282
H -3.645 0.141 1.923 0.092
H -3.243 -1.992 -0.180 0.336
H -2.067 -0.620 -0.035 -0.555
H -1.350 -1.366 2.035 -0.192
H -2.953 -1.939 2.506 0.818
H -1.596 -3.470 0.222 0.467
H -2.635 -4.037 1.511 0.516
H -0.890 -3.542 3.208 -0.091
H -0.517 -4.933 2.247 0.371
H 1.036 -2.442 2.605 0.241
H 1.522 -3.950 1.873 0.600
H 0.631 -3.288 -0.268 0.676
H -0.007 -1.759 0.438 -1.096
H 2.790 -2.638 -0.376 0.418
H 2.752 -1.932 1.205 0.590
H 1.533 2.271 0.662 0.612
H 2.520 1.339 1.745 0.320
H -0.164 0.010 1.184 -1.079
H 0.780 0.293 2.689 0.504
H 0.071 2.756 2.472 0.575
H -0.841 2.256 1.072 0.464
H -0.321 -1.014 -1.542 0.347
H -0.447 0.566 -0.832 -0.511
H -1.336 0.818 -2.884 0.236
H 0.198 1.560 -3.181 0.464
H 0.883 -0.310 -4.647 0.465
H -0.765 0.139 -4.965 0.396
H -0.141 -2.255 -3.167 0.135
H -1.653 -1.856 -4.026 0.207
H -0.257 -1.965 -6.030 0.253
H -0.649 -5.582 -5.139 0.315
H -2.547 -3.332 -5.476 0.313
H -1.762 -3.281 -6.869 0.293
H 3.372 2.746 -1.483 0.440
H 1.665 2.620 -1.870 0.594
H 2.360 1.349 -3.991 -0.314
H 4.080 1.715 -3.531 0.472
H 4.367 4.751 -2.647 0.300
H 5.075 5.590 -4.014 0.353
H 5.845 4.078 -3.422 0.264
C -4.862 4.717 1.760 -0.420
C -5.711 3.495 1.501 -0.397
O -5.019 2.856 0.431 -0.268
C -3.723 3.265 0.476 0.446
O -2.850 2.793 -0.170 -0.400
O -3.564 4.284 1.361 -0.286
H -4.864 5.018 2.806 0.293
H -5.156 5.570 1.144 0.305
H -5.741 2.817 2.357 0.282
H -6.730 3.743 1.210 0.283
C -0.200 -0.868 6.158 -0.371
C -0.935 -1.616 7.243 -0.441
O -2.187 -1.909 6.624 -0.386
C -1.994 -1.896 5.274 0.440
O -2.794 -2.261 4.482 -0.484
O -0.765 -1.409 4.966 -0.026
H 0.875 -1.035 6.186 0.326
H -0.393 0.207 6.182 0.257
H -0.445 -2.555 7.511 0.272
H -1.078 -1.022 8.143 0.306
```

Calculated values
- frontier orbital gap (eV) = 7.1298
- total charge = -1
- LUMO energy (eV) = 1.848
- electronic energy (hartree) = -5730.5931

4.
Molecular formula: C30H52IrN3O9P2S2
Method: DFT, ωB97M-V/def2-TZVPD

XYZ file:
```
99
Properties=species:S:1:pos:R:3:mulliken_charge:R:1
Ir 0.605 1.629 0.371 2.840
O 1.098 4.009 -0.579 -0.557
S 0.122 4.819 0.138 1.398
O 0.642 6.053 0.692 -0.803
O -0.658 4.015 1.085 -0.786
C -1.108 5.334 -1.069 0.102
C -1.647 6.601 -0.856 -0.688
C -2.618 7.115 -1.698 -0.578
C -3.055 6.362 -2.775 -0.533
C -2.548 5.089 -2.976 -0.787
C -1.586 4.549 -2.123 -0.069
S -1.159 2.822 -2.493 1.390
O -2.350 2.335 -3.171 -0.827
O 0.042 2.851 -3.283 -0.747
O -1.028 2.148 -1.182 -0.996
H -1.264 7.174 -0.023 0.475
H -3.033 8.099 -1.513 0.361
H -3.799 6.760 -3.456 0.358
H -2.907 4.471 -3.786 0.505
C -3.778 0.368 2.112 -1.765
P -2.655 1.011 0.839 1.595
C -2.703 -0.254 -0.440 -0.644
C -3.472 2.522 0.273 -1.081
O -1.320 1.211 1.513 -0.939
H -4.788 0.232 1.722 0.405
H -3.796 1.067 2.950 0.436
H -3.392 -0.591 2.462 0.266
H -3.413 -1.028 -0.145 0.276
H -1.699 -0.683 -0.487 -0.228
H -2.964 0.173 -1.406 0.606
H -4.332 2.732 0.910 0.616
H -3.782 2.418 -0.767 0.366
H -2.748 3.333 0.351 -0.011
O 0.118 -1.142 0.433 -1.693
P 0.128 -2.515 1.074 0.462
N 0.387 -2.310 2.788 -0.079
C -0.268 -1.156 3.426 0.560
C -0.870 -1.699 4.730 -0.748
C -1.066 -3.186 4.437 -0.625
C 0.163 -3.507 3.591 -0.551
N 1.638 -3.238 0.620 0.289
C 2.356 -2.740 -0.556 -0.183
C 2.425 -3.937 -1.500 -0.590
C 2.601 -5.105 -0.529 -0.743
C 1.758 -4.697 0.694 -0.464
N -1.447 -4.379 0.285 -0.505
C -2.748 -3.919 0.746 0.554
C -3.685 -3.909 -0.471 -0.878
C -2.729 -3.606 -1.623 -0.440
C -1.425 -4.279 -1.167 0.066
H -1.037 -0.734 2.774 -0.652
H 0.448 -0.349 3.596 -0.253
H -1.798 -1.187 4.993 0.391
H -0.168 -1.574 5.560 0.350
H -1.968 -3.335 3.836 0.081
H -1.141 -3.804 5.337 0.463
H 0.016 -4.382 2.953 0.305
H 1.028 -3.705 4.243 0.310
H 3.375 -2.432 -0.277 0.103
H 1.855 -1.862 -0.963 0.000
H 3.236 -3.860 -2.228 0.441
H 1.483 -4.038 -2.042 0.273
H 3.655 -5.185 -0.247 0.331
H 2.289 -6.065 -0.943 0.348
H 2.253 -5.011 1.622 0.196
H 0.763 -5.153 0.669 0.362
H -2.698 -2.900 1.175 -0.682
H -3.129 -4.569 1.546 0.332
H -4.487 -3.170 -0.377 0.352
H -4.146 -4.893 -0.604 0.329
H -2.574 -2.530 -1.709 -0.051
H -3.085 -3.975 -2.588 0.455
H -0.557 -3.707 -1.516 -0.242
H -1.337 -5.284 -1.618 0.366
C 5.170 0.785 -2.427 -1.740
C 3.777 1.188 -2.926 2.158
C 3.322 0.238 -4.041 -1.509
C 3.801 2.628 -3.462 -1.567
C 2.804 1.150 -1.828 -0.323
C 1.999 1.195 -0.921 0.286
H 5.909 0.896 -3.227 0.421
H 5.171 -0.253 -2.090 0.254
H 5.464 1.414 -1.586 0.343
H 4.011 0.291 -4.889 0.412
H 2.322 0.514 -4.377 0.297
H 3.288 -0.792 -3.679 0.227
H 4.476 2.700 -4.322 0.418
H 4.137 3.316 -2.684 0.365
H 2.796 2.932 -3.755 0.202
C 1.718 3.127 3.282 -0.614
O 2.534 2.187 2.603 -0.294
C 1.937 1.229 1.817 -0.136
C 2.887 0.073 1.705 -0.734
H 1.586 2.791 4.318 0.245
H 0.747 3.243 2.820 0.177
H 2.234 4.088 3.274 0.237
H 3.462 -0.012 2.630 0.365
H 3.586 0.204 0.869 0.143
H 2.340 -0.854 1.534 0.068
```

Calculated values
- frontier orbital gap (alpha / beta) (eV) = 4.8743 / 5.8549
- total charge = -2
- LUMO energy (alpha / beta) (eV) = 4.434 / 4.370
- 2S+1 = 5
- electronic energy (hartree) = -3599.1024

5.
Molecular formula: C30H52N8O10
Method: DFT, ωB97M-V/def2-TZVPD

XYZ file:
```
100
Properties=species:S:1:pos:R:3:mulliken_charge:R:1
C 12.362 47.972 15.369 -0.572
C 12.658 49.471 15.332 -0.776
C 12.702 50.177 16.712 -0.198
C 11.975 49.495 17.844 0.086
C 11.569 47.919 17.765 -0.501
C 11.902 47.194 16.347 -0.506
N 11.746 50.130 19.153 0.968
O 11.191 49.444 20.056 -0.608
O 12.433 51.043 19.361 -0.519
H 12.460 47.547 14.551 0.700
H 13.119 50.010 14.476 0.361
H 13.133 51.138 16.674 0.506
H 11.088 47.372 18.442 0.621
H 11.527 46.193 16.179 0.441
C 21.207 51.410 19.304 -0.393
C 20.345 52.462 20.017 -0.396
C 18.878 52.706 19.580 -0.921
C 18.432 51.730 18.334 0.086
C 19.402 50.886 17.565 -0.191
C 20.790 50.715 18.237 -0.234
N 17.013 51.792 17.940 1.151
O 16.562 51.272 16.924 -0.522
O 16.333 52.767 18.421 -0.633
H 22.282 51.390 19.667 0.328
H 20.858 53.035 20.882 0.343
H 18.178 53.334 19.910 0.756
H 19.056 50.160 16.835 0.378
H 21.577 50.027 17.625 0.244
C 18.146 48.972 20.209 -0.188
O 18.301 49.503 21.289 -0.492
N 16.863 48.935 19.640 1.293
C 16.765 48.080 18.418 -2.214
C 15.646 49.526 20.121 -0.797
H 18.810 48.552 19.422 0.204
H 16.633 47.007 18.801 0.322
H 17.439 48.158 17.732 0.559
H 15.905 48.232 17.927 0.862
H 14.850 48.684 20.339 0.241
H 15.096 50.175 19.385 0.028
H 15.990 50.087 21.017 0.230
C 14.326 50.359 23.885 -0.233
O 14.514 49.449 23.049 -0.553
N 13.927 51.602 23.631 0.313
C 13.880 52.601 24.779 -1.092
C 13.539 52.018 22.304 -0.699
H 14.468 50.130 24.925 0.518
H 12.916 52.327 25.230 0.389
H 13.898 53.709 24.307 0.255
H 14.582 52.490 25.374 0.468
H 14.212 52.811 21.674 0.262
H 12.522 52.188 22.226 0.464
H 13.782 51.343 21.459 -0.083
C 18.508 42.931 15.660 0.189
O 18.644 41.765 16.080 -0.603
N 17.831 43.853 16.328 0.174
C 17.654 45.293 15.891 -0.602
C 17.211 43.570 17.651 -1.164
H 19.002 43.133 14.636 0.271
H 18.405 45.881 16.400 0.331
H 16.544 45.543 16.016 0.275
H 17.864 45.508 14.717 0.056
H 17.797 42.875 18.405 0.256
H 16.095 43.129 17.433 0.258
H 16.825 44.175 18.344 0.565
C 19.252 48.701 13.697 -0.080
O 19.826 49.255 14.725 -0.562
N 17.846 48.734 13.428 0.141
C 17.330 48.071 12.288 -1.723
C 16.920 49.549 14.273 -0.990
H 19.668 48.091 12.866 0.316
H 16.368 47.867 12.089 0.536
H 17.783 47.206 12.104 0.550
H 17.679 48.552 11.485 0.668
H 17.007 49.135 15.355 0.110
H 16.042 49.758 13.762 0.535
H 17.558 50.346 14.236 0.481
C 16.470 45.979 21.862 0.202
O 16.213 45.041 21.261 -0.572
N 16.873 45.906 23.183 0.064
C 17.234 47.079 24.041 -0.675
C 17.023 44.510 23.674 -0.835
H 16.317 47.010 21.502 0.149
H 17.349 46.821 25.070 0.375
H 16.593 47.950 23.802 -0.026
H 18.171 47.370 23.714 0.436
H 16.037 43.998 23.400 0.279
H 17.034 44.271 24.840 0.255
H 17.770 43.831 23.125 0.267
C 19.333 52.415 25.907 -0.002
O 20.382 52.955 26.166 -0.596
N 19.217 51.587 24.842 0.082
C 17.927 50.798 24.650 -1.073
C 20.217 51.363 23.877 -0.786
H 18.555 52.404 26.500 0.441
H 17.263 50.815 25.443 0.422
H 18.018 50.002 24.148 0.293
H 17.229 51.438 23.991 0.391
H 20.852 50.380 23.885 0.209
H 20.958 52.069 23.967 0.430
H 19.702 51.569 22.917 0.231
```

Calculated values
- frontier orbital gap (eV) = 7.5717
- LUMO energy (eV) = -1.273
- electronic energy (hartree) = -2363.9270
- structure (SMILES) = O=[N+]([O-])c1ccccc1.O=[N+]([O-])c1ccccc1.CN(C)C=O.CN(C)C=O.CN(C)C=O.CN(C)C=O.CN(C)C=O.CN(C)C=O